No. 1
88
Properties=species:S:1:pos:R:3 method="wB97M-V/def2-TZVPD" spin_multiplicity=5 total_charge=-1 largest_force_ev_per_a=3.0 total_energy_ha=-5725.63637 s2=6.23
Se 1.625 1.440 -0.261
Fe -0.269 0.072 -1.073
Si -0.234 -2.895 0.325
O -0.794 -1.492 -0.384
O -5.219 4.192 1.254
O -3.334 4.595 -5.158
N -1.114 0.995 -2.573
N -1.482 1.025 0.126
C -1.837 -6.534 -2.245
C -1.609 1.022 1.467
C -0.689 -4.036 2.990
C 4.815 0.740 -0.399
C -2.693 2.416 -4.379
C -4.416 3.435 2.150
C 5.250 4.094 1.311
C -0.786 -6.743 -1.353
C -3.049 -2.607 3.417
C -1.136 -3.153 1.994
C -2.398 -5.269 -2.368
C -0.295 -5.686 -0.579
C -2.335 -2.443 2.229
C -2.927 2.493 -2.996
C -2.579 -3.472 4.397
C 4.451 2.057 0.237
C 3.114 2.508 0.374
C 3.931 4.539 1.446
C -0.835 -4.395 -0.701
C -0.900 0.929 -3.903
C 1.453 4.272 1.147
C 2.088 -1.459 1.316
C 1.766 -2.711 0.462
C 2.475 -3.922 1.091
C -1.651 1.615 -4.836
C -2.311 1.815 -0.614
C -1.902 -4.208 -1.609
C 6.397 4.926 1.804
C 5.502 2.858 0.708
C -1.400 -4.185 4.185
C -2.538 1.779 2.153
C -3.398 2.598 1.422
C 2.860 3.759 0.983
C -2.126 1.776 -2.100
C -3.271 2.609 0.023
C -3.547 3.201 -5.334
C 2.339 -2.497 -0.962
H -1.423 1.521 -5.892
H -3.974 -2.056 3.572
H -3.906 4.132 2.822
H 3.558 -3.753 1.135
H -3.935 3.248 -0.548
H -3.313 2.951 -6.374
H 3.171 -1.300 1.384
H -2.730 -1.756 1.478
H 0.973 4.375 0.151
H 1.431 5.266 1.643
H -3.226 -5.103 -3.054
H 6.047 5.878 2.258
H 2.326 -4.835 0.510
H 3.737 5.498 1.913
H 0.865 3.565 1.768
H 1.651 -0.551 0.886
H 1.705 -1.562 2.338
H 2.147 -4.106 2.116
H -3.740 3.122 -2.648
H -4.607 2.981 -5.170
H -5.078 2.784 2.731
H 6.526 2.516 0.605
H 0.769 -0.739 -2.126
H 7.073 5.169 0.958
H -2.220 -7.360 -2.838
H 0.207 -4.636 2.861
H -2.363 -3.226 -1.728
H 0.503 -5.906 0.123
H 3.426 -2.355 -0.929
H 6.966 4.360 2.572
H -1.038 -4.866 4.952
H 5.365 0.114 0.336
H 3.943 0.158 -0.749
H -2.437 4.715 -4.803
H 1.909 -1.613 -1.445
H -5.840 4.702 1.800
H -0.917 0.369 1.992
H -0.353 -7.735 -1.255
H 5.472 0.922 -1.276
H -2.586 1.728 3.235
H -0.077 0.287 -4.203
H -3.133 -3.597 5.324
H 2.139 -3.360 -1.608

No. 2
14
Properties=species:S:1:pos:R:3 method="wB97M-V/def2-TZVPD" spin_multiplicity=1 total_charge=+1 largest_force_ev_per_a=1.4 total_energy_ha=-609.82456 de_lowest_ev=1.235
S -2.268 0.068 -0.353
N 0.696 0.154 -0.234
C 0.255 -1.003 -0.095
C -1.672 1.366 0.427
C 2.033 0.525 -0.517
C -1.192 -1.260 0.250
H 2.331 1.296 0.196
H 2.736 -0.312 -0.484
H -0.952 1.296 1.223
H -1.541 -2.188 -0.205
H -1.293 -1.346 1.334
H 2.051 0.980 -1.508
H -2.033 2.344 0.149
H 0.850 -1.920 -0.185

No. 3
138
Properties=species:S:1:pos:R:3 method="wB97M-V/def2-TZVPD" spin_multiplicity=1 largest_force_ev_per_a=3.9 total_energy_ha=-5463.34893
S -24.339 8.997 -16.978
S -21.390 6.073 -22.899
S -25.716 3.454 -19.409
S -24.443 -0.110 -21.577
P -30.402 10.299 -17.100
P -30.307 5.961 -19.884
P -18.868 -1.040 -21.663
O -24.421 0.572 -20.282
O -18.902 0.465 -21.108
O -24.091 8.993 -18.422
O -31.834 6.433 -19.485
O -31.216 10.758 -15.915
O -19.604 -1.193 -22.949
O -31.364 9.803 -18.359
O -23.270 -0.142 -22.468
O -19.463 -1.900 -20.382
O -25.309 4.203 -20.596
O -24.227 7.874 -16.116
O -29.379 5.671 -18.738
O -17.357 -1.492 -21.661
O -29.849 7.045 -20.948
O -21.914 6.999 -23.894
O -29.488 11.480 -17.770
O -30.501 4.662 -20.814
O -26.667 2.319 -19.597
O -29.492 9.045 -16.732
O -20.957 4.702 -23.207
C -21.534 -2.799 -20.160
C -16.373 -0.714 -22.477
C -24.301 2.976 -18.434
C -20.458 2.229 -20.473
C -22.361 6.057 -21.304
C -33.490 10.256 -19.378
C -21.676 6.884 -20.121
C -30.709 8.743 -22.426
C -30.116 13.477 -16.332
C -26.518 4.638 -18.181
C -30.630 7.273 -22.136
C -23.806 11.535 -16.374
C -30.088 2.533 -20.132
C -34.057 5.687 -19.862
C -24.671 3.511 -16.965
C -19.894 1.368 -21.526
C -32.185 10.804 -18.990
C -25.936 0.358 -22.379
C -16.514 -0.912 -24.017
C -28.903 6.971 -15.527
C -25.195 -1.874 -21.462
C -20.101 7.093 -21.968
C -32.745 5.468 -18.973
C -20.751 -1.538 -19.927
C -26.679 -1.461 -21.150
C -25.851 9.991 -16.547
C -20.219 6.976 -20.418
C -28.986 12.441 -16.800
C -30.038 7.835 -16.188
C -27.138 -0.597 -22.258
C -25.236 11.180 -15.733
C -23.062 10.186 -16.319
C -25.434 4.839 -17.148
C -29.499 3.723 -20.845
H -19.655 6.083 -20.150
H -29.693 9.134 -22.484
H -28.340 11.915 -16.097
H -21.163 -3.548 -19.461
H -23.131 12.180 -15.811
H -16.361 0.337 -22.187
H -31.348 8.970 -23.279
H -32.355 11.715 -18.417
H -34.131 10.845 -20.033
H -23.854 11.768 -17.438
H -33.758 5.529 -20.898
H -21.057 -0.603 -20.396
H -20.658 0.891 -22.140
H -30.965 2.286 -20.730
H -29.166 3.590 -21.874
H -34.392 6.711 -20.028
H -31.566 6.717 -22.083
H -29.484 14.255 -15.903
H -31.677 11.013 -19.932
H -34.078 10.036 -18.487
H -30.802 13.198 -15.532
H -26.214 1.386 -22.144
H -24.714 -2.394 -20.634
H -20.580 -1.446 -18.854
H -22.115 10.080 -16.849
H -15.337 -0.877 -22.179
H -23.413 3.300 -18.977
H -20.442 8.124 -22.060
H -25.552 0.246 -23.392
H -25.078 10.870 -14.700
H -25.488 2.863 -16.645
H -34.986 5.184 -19.595
H -25.892 12.048 -15.795
H -29.445 1.661 -20.249
H -26.449 9.281 -15.976
H -32.958 5.689 -17.927
H -23.416 5.823 -21.447
H -21.228 -3.220 -21.118
H -15.962 -1.781 -24.377
H -30.096 6.742 -22.925
H -25.058 -2.418 -22.397
H -24.665 5.534 -17.488
H -26.305 10.301 -17.489
H -31.003 9.158 -21.461
H -30.824 8.215 -15.535
H -17.514 -1.260 -24.274
H -30.372 7.061 -16.879
H -28.030 0.015 -22.125
H -28.402 6.477 -16.359
H -25.714 5.069 -16.121
H -26.918 5.530 -18.664
H -32.477 4.413 -19.023
H -19.608 2.604 -19.903
H -21.985 6.353 -19.221
H -24.211 1.897 -18.303
H -27.348 -2.294 -20.933
H -19.734 7.824 -19.936
H -23.815 3.543 -16.292
H -19.288 1.945 -22.225
H -22.916 9.933 -15.269
H -26.755 -0.954 -20.189
H -21.194 1.666 -19.900
H -29.290 6.254 -14.803
H -33.288 9.240 -19.715
H -30.258 2.784 -19.085
H -30.645 13.937 -17.167
H -27.402 -1.304 -23.045
H -22.011 7.914 -19.999
H -28.294 7.719 -15.019
H -22.604 -2.606 -20.077
H -28.572 4.038 -20.366
H -21.980 5.084 -20.996
H -20.749 3.213 -20.840
H -27.339 4.111 -17.696
H -28.266 13.032 -17.367
H -19.178 6.921 -22.521
H -16.217 -0.088 -24.666